(1)
A cluster of 2 separate species, C5H15N2O2 in total. Source: OMol25; level of theory: ωB97M-V with the def2-TZVPD basis set.

Values from the calculation:
HOMO-LUMO gap	10.16	eV
ΔE to the lowest compared entry with this formula, charge and spin	203.3	kJ/mol
HOMO level	-0.4753	Ha

Structure (ORCA input):
```
! wB97M-V def2-TZVPD RIJCOSX def2/J DEFGRID3
* xyz 1 1
N 0.03 1.57 -0.55
C 1.14 0.94 0.16
C 0.70 0.41 1.53
N -0.50 -0.40 1.17
C -1.50 -0.37 2.25
C -0.23 -1.75 0.75
C -0.92 -1.94 -0.61
O -1.03 -1.02 -1.38
H -0.39 2.32 -0.02
H -0.62 0.78 -0.71
H 0.30 1.92 -1.49
H 1.48 0.09 -0.42
H 1.99 1.62 0.27
H 1.52 -0.14 1.98
H 0.33 1.21 2.16
H -2.52 -0.26 1.86
H -1.44 0.46 2.95
H -1.56 -1.27 2.87
H -0.68 -2.54 1.38
H 0.79 -2.09 0.71
H -1.43 -2.90 -0.78
H 1.90 1.09 -3.51
H 2.23 2.39 -2.63
O 1.70 1.59 -2.71
*
```

---

(2)
A cluster of 2 separate species, C4H6N2O2 in total. Source: OMol25; level of theory: ωB97M-V with the def2-TZVPD basis set.

Values from the calculation:
HOMO-LUMO gap	9.09	eV
SMILES	CC(=O)C=O.N=C=N
ΔE to the lowest compared entry with this formula, charge and spin	405.2	kJ/mol
HOMO level	-0.3575	Ha

Structure (ORCA input):
```
! wB97M-V def2-TZVPD RIJCOSX def2/J DEFGRID3
* xyz 0 1
C -0.80 -1.26 1.54
C 0.04 -0.50 0.53
O 1.18 -0.89 0.35
C -0.83 -0.63 -0.90
O -1.87 -1.21 -1.06
H -0.23 -1.62 2.39
H -1.73 -0.75 1.77
H -1.18 -2.21 1.15
H -0.18 -0.60 -1.81
N 1.20 2.17 0.43
C 1.05 1.91 -0.77
N 0.96 1.77 -1.97
H 1.93 2.83 0.68
H 0.46 0.98 -2.33
*
```

---

(3)
An isolated molecule of C9H13FN2O. Source: OMol25; level of theory: ωB97M-V with the def2-TZVPD basis set.

Values from the calculation:
HOMO-LUMO gap	11.37	eV
SMILES	C[C@@H](F)[C@@H](C#N)[C@@H](C#N)CCCO
ΔE to the lowest compared entry with this formula, charge and spin	43.4	kJ/mol
HOMO level	-0.3969	Ha

Structure (ORCA input):
```
! wB97M-V def2-TZVPD RIJCOSX def2/J DEFGRID3
* xyz 0 1
C 0.01 2.40 1.78
C -0.30 1.85 0.41
F 0.91 1.74 -0.31
C -0.89 0.44 0.41
C -2.13 0.45 1.18
N -3.10 0.46 1.80
C -1.14 -0.17 -0.99
C -1.49 0.87 -1.96
N -1.58 1.82 -2.60
C 0.02 -1.00 -1.55
C 0.48 -2.13 -0.62
C 1.62 -1.75 0.33
O 2.81 -2.45 0.00
H 0.08 3.48 1.72
H 0.96 2.02 2.14
H -0.77 2.17 2.50
H -0.92 2.54 -0.14
H -0.19 -0.18 0.97
H -2.01 -0.83 -0.91
H -0.33 -1.44 -2.49
H 0.86 -0.36 -1.81
H -0.37 -2.52 -0.07
H 0.84 -2.95 -1.23
H 1.34 -1.98 1.36
H 1.79 -0.67 0.28
H 3.50 -1.81 -0.20
*
```

---

(4)
A cluster of 2 separate species, C2H5NO4 in total. Source: OMol25; level of theory: ωB97M-V with the def2-TZVPD basis set.

Values from the calculation:
HOMO-LUMO gap	11.70	eV
SMILES	O=CNC(=O)O.O
ΔE to the lowest compared entry with this formula, charge and spin	82.6	kJ/mol
HOMO level	-0.4120	Ha

Structure (ORCA input):
```
! wB97M-V def2-TZVPD RIJCOSX def2/J DEFGRID3
* xyz 0 1
O -1.80 -1.44 1.01
C -0.69 -1.89 0.87
N 0.38 -1.08 0.56
C 0.39 0.33 0.51
O 1.43 0.92 0.49
O -0.79 0.92 0.54
H -0.42 -2.95 0.92
H 1.31 -1.43 0.52
H -1.47 0.25 0.76
O 1.00 1.65 -3.15
H 1.27 2.54 -2.90
H 0.10 1.60 -2.73
*
```

---

(5)
A structure of composition C14H28AuF6O3Sb. Source: OMol25; level of theory: ωB97M-V with the def2-TZVPD basis set.

Values from the calculation:
HOMO-LUMO gap	7.64	eV
ΔE to the lowest compared entry with this formula, charge and spin	104.5	kJ/mol
HOMO level	-0.5974	Ha

Structure (ORCA input):
```
! wB97M-V def2-TZVPD RIJCOSX def2/J DEFGRID3
* xyz 2 1
Au -1.18 -0.14 0.87
C 0.15 -3.39 1.55
O -1.04 -2.63 1.72
C -1.48 -2.51 3.06
C -0.92 -1.27 3.71
O -1.35 -0.10 2.95
C -0.95 1.15 3.60
H 0.01 -4.41 1.92
H 0.99 -2.93 2.08
H 0.36 -3.43 0.49
H -1.20 -3.38 3.65
H -2.57 -2.45 3.04
H 0.18 -1.26 3.75
H -1.32 -1.15 4.71
H -1.32 1.12 4.62
H -1.42 1.96 3.05
H 0.14 1.24 3.59
C 3.20 -1.15 0.76
C 2.70 0.27 0.61
Sb 1.05 0.64 -0.74
C 1.06 2.75 -0.84
C 1.06 3.39 0.55
C 1.75 -0.36 -2.47
C 2.64 0.58 -3.28
H 4.15 -1.12 1.29
H 3.39 -1.64 -0.19
H 2.52 -1.75 1.35
H 3.35 0.94 0.02
H 2.46 0.73 1.57
H 0.23 3.09 -1.44
H 1.99 2.92 -1.39
H 0.15 3.15 1.10
H 1.10 4.47 0.43
H 1.92 3.11 1.15
H 0.89 -0.70 -3.03
H 2.29 -1.23 -2.09
H 2.13 1.51 -3.55
H 2.92 0.09 -4.22
H 3.57 0.83 -2.77
C -3.38 0.11 -1.17
C -2.09 0.17 -1.96
O -0.93 -0.10 -1.12
C -1.94 1.55 -2.61
F -0.74 1.67 -3.21
F -1.99 2.49 -1.65
F -2.88 1.79 -3.50
C -2.12 -0.97 -3.02
F -2.07 -2.14 -2.38
F -3.24 -0.91 -3.72
F -1.09 -0.92 -3.87
H -3.39 0.90 -0.41
H -3.49 -0.87 -0.71
H -4.24 0.27 -1.82
*
```

---

(6)
An isolated molecule of C2HBr2Cl3. Source: OMol25; level of theory: ωB97M-V with the def2-TZVPD basis set.

Values from the calculation:
HOMO-LUMO gap	10.33	eV
SMILES	Cl[C@H](Br)C(Cl)(Cl)Br
ΔE to the lowest compared entry with this formula, charge and spin	17.0	kJ/mol
HOMO level	-0.3878	Ha

Structure (ORCA input):
```
! wB97M-V def2-TZVPD RIJCOSX def2/J DEFGRID3
* xyz 0 1
Cl -1.45 1.37 0.19
C 0.20 0.75 -0.16
Br 0.06 -0.85 -1.30
C 0.93 0.43 1.15
Cl 0.13 -0.90 1.95
Cl 2.61 -0.10 0.72
Br 0.98 1.98 2.41
H 0.77 1.55 -0.72
*
```

---

(7)
A structure of composition C4H11NO. Source: OMol25; level of theory: ωB97M-V with the def2-TZVPD basis set.

Values from the calculation:
HOMO-LUMO gap	5.28	eV
ΔE to the lowest compared entry with this formula, charge and spin	788.6	kJ/mol
HOMO level	-0.2530	Ha

Structure (ORCA input):
```
! wB97M-V def2-TZVPD RIJCOSX def2/J DEFGRID3
* xyz 0 1
C 1.14 0.05 1.97
C 0.66 -0.10 0.69
C -0.47 0.51 0.26
N -1.09 0.01 -0.92
C -2.46 -0.43 -0.72
H 2.78 -1.06 2.27
H 2.12 -0.70 2.20
H 0.72 0.16 2.95
H 1.07 -0.78 -0.05
H -0.78 1.48 0.66
H -0.98 0.65 -1.70
H -2.44 -1.25 -0.01
H -2.94 -0.68 -1.66
H -3.05 0.34 -0.21
H 2.40 0.10 -2.31
H 1.70 1.03 -1.27
O 1.62 0.64 -2.14
*
```

---

(8)
A cluster of 2 separate species, C9H9FN2 in total. Source: OMol25; level of theory: ωB97M-V with the def2-TZVPD basis set.

Values from the calculation:
HOMO-LUMO gap	9.52	eV
SMILES	c1c[nH]cn1.Fc1ccccc1
ΔE to the lowest compared entry with this formula, charge and spin	2.8	kJ/mol
HOMO level	-0.3224	Ha

Structure (ORCA input):
```
! wB97M-V def2-TZVPD RIJCOSX def2/J DEFGRID3
* xyz 0 1
C -0.97 -1.80 2.48
C 0.31 -1.71 1.99
N 0.21 -2.07 0.67
C -1.09 -2.36 0.42
N -1.84 -2.20 1.50
H -1.32 -1.59 3.49
H 1.26 -1.43 2.45
H 0.98 -2.11 0.00
H -1.44 -2.67 -0.57
F 1.66 2.28 1.17
C 0.99 1.89 0.06
C 1.71 1.61 -1.09
C 1.01 1.20 -2.23
C -0.38 1.08 -2.19
C -1.07 1.37 -1.02
C -0.39 1.78 0.13
H 2.80 1.71 -1.09
H 1.56 0.98 -3.15
H -0.92 0.76 -3.09
H -2.17 1.28 -0.99
H -0.91 2.01 1.06
*
```

---

- The highest ΔE to the lowest compared entry with this formula, charge and spin belongs to which entry?
  C4H11NO

---

Copy entry 6 word for word.
An isolated molecule of C2HBr2Cl3. Source: OMol25; level of theory: ωB97M-V with the def2-TZVPD basis set.

Values from the calculation:
HOMO-LUMO gap	10.33	eV
SMILES	Cl[C@H](Br)C(Cl)(Cl)Br
ΔE to the lowest compared entry with this formula, charge and spin	17.0	kJ/mol
HOMO level	-0.3878	Ha

Structure (ORCA input):
```
! wB97M-V def2-TZVPD RIJCOSX def2/J DEFGRID3
* xyz 0 1
Cl -1.45 1.37 0.19
C 0.20 0.75 -0.16
Br 0.06 -0.85 -1.30
C 0.93 0.43 1.15
Cl 0.13 -0.90 1.95
Cl 2.61 -0.10 0.72
Br 0.98 1.98 2.41
H 0.77 1.55 -0.72
*
```

---

- Among the records above, which one has the highest HOMO level?
  C4H11NO

---

- Which value of ΔE to the lowest compared entry with this formula, charge and spin does entry 4 give?
  82.6 kJ/mol